(1)
{"formula": "C3H4FNO2", "method": "ωB97M-V/def2-TZVPD", "species": ["C", "C", "C", "H", "H", "H", "H", "N", "O", "O", "F"], "xyz": [[0.1490, 0.9740, 0.0020], [0.4547, 0.0162, -1.1621], [-0.1388, -1.0936, -0.2719], [-0.3209, -0.5330, 2.6449], [0.9369, 1.6034, 0.3845], [-0.7739, 1.5733, -0.1947], [1.4736, -0.1073, -1.4237], [-0.0651, -0.2244, 0.8140], [-0.8939, -0.2677, 1.9116], [-0.5436, -2.2022, -0.4060], [-0.2778, 0.2612, -2.2985]], "forces_ev_per_angstrom": [[-0.682, 0.459, -0.054], [-0.960, 0.325, -0.050], [-0.058, 0.139, 0.431], [-0.139, 0.039, -0.043], [0.270, 0.234, -0.028], [0.616, -0.535, 0.135], [1.016, -0.078, -0.254], [-0.121, -0.276, -0.351], [0.066, -0.040, 0.258], [-0.052, -0.207, -0.090], [0.044, -0.060, 0.047]], "smiles": "O=C1[C@@H](F)CN1O", "homo_energy_ev": -10.0643, "homo_lumo_gap_ev": 10.62, "total_charge": 0, "energy_ha": -421.73611}

(2)
{"formula": "C3H4FNO2", "method": "ωB97M-V/def2-TZVPD", "species": ["C", "C", "C", "N", "O", "O", "F", "H", "H", "H", "H"], "xyz": [[-0.6005, 0.6656, -0.4201], [-1.7480, 0.7977, 0.2430], [0.7228, -0.0606, 0.0587], [1.9103, 0.8213, -0.1719], [2.0714, 1.6013, 0.7638], [2.6737, 0.6252, -1.0213], [-2.7684, 1.5185, -0.2296], [-0.6394, 1.1880, -1.4089], [-1.8924, 0.3120, 1.2215], [0.6638, -1.1141, -0.5400], [0.6308, -0.2036, 1.1015]], "forces_ev_per_angstrom": [[0.329, 0.890, -0.745], [1.598, -0.940, 0.861], [-3.747, -1.594, -3.215], [-1.596, -0.139, 4.418], [-0.220, 0.362, -0.555], [2.020, -0.593, -3.468], [0.050, -0.306, 0.041], [0.590, -0.613, 0.760], [-0.433, 0.553, -0.435], [1.141, 2.660, 1.358], [0.268, -0.281, 0.981]], "smiles": "O=[N+]([O-])C/C=C/F", "homo_energy_ev": -10.3385, "homo_lumo_gap_ev": 10.49, "total_charge": 0, "energy_ha": -421.65945}

(3)
{"formula": "C3H4FNO2", "method": "ωB97M-V/def2-TZVPD", "species": ["C", "C", "C", "N", "O", "O", "F", "H", "H", "H", "H"], "xyz": [[0.3278, -0.5043, -0.1698], [-0.4707, 0.4973, 0.0995], [0.3783, -1.7764, 0.6144], [-0.4599, 2.3588, -0.8948], [0.6452, 2.5159, -1.2722], [-1.4860, 2.9049, -0.9375], [-1.4495, 0.6156, 0.9172], [1.1372, -0.3652, -0.9037], [1.4088, -2.0041, 0.3956], [0.2255, -1.6086, 1.7849], [-0.2568, -2.6340, 0.3663]], "forces_ev_per_angstrom": [[-0.172, 0.655, -0.414], [0.209, 2.873, -2.262], [0.137, 0.207, 2.574], [1.131, -5.871, 2.571], [0.582, 1.531, -1.019], [-1.021, 1.414, -0.350], [-0.921, -0.213, 0.896], [-0.763, 0.211, 0.254], [0.375, -1.076, 0.732], [0.462, -0.230, -2.529], [-0.019, 0.500, -0.451]], "homo_energy_ev": [-9.6655, -9.6662], "homo_lumo_gap_ev": [9.80, 9.80], "total_charge": 0, "energy_ha": -421.59879}